# C40H48N3O4P2ReSSi2

A molecular structure, C40H48N3O4P2ReSSi2 (ωB97M-V/def2-TZVPD, the OMol25 dataset).

XYZ file:
```
101
Properties=species:S:1:pos:R:3
Re 0.696 -0.523 0.450
O 0.469 -2.465 4.246
C 0.802 -1.919 3.097
O -0.012 -1.404 2.330
C 2.213 -1.911 2.724
C 3.279 -2.424 3.440
C 4.553 -2.276 2.915
C 4.712 -1.635 1.691
C 3.594 -1.160 1.043
N 2.370 -1.285 1.550
C 3.573 -0.510 -0.308
O 4.569 -0.301 -0.945
O 2.339 -0.241 -0.697
H -0.493 -2.416 4.361
H 3.102 -2.919 4.385
H 5.412 -2.660 3.448
H 5.677 -1.504 1.223
C 1.290 0.998 4.278
Si 1.601 2.005 2.730
C 3.421 2.049 2.346
C 1.077 3.764 3.079
N 0.692 1.304 1.404
P 0.017 2.121 0.125
C -0.095 0.817 -0.946
P -1.319 -0.241 -1.391
N -1.041 -1.407 -0.235
Si -1.772 -3.011 -0.107
C -3.630 -2.889 -0.223
C -1.364 -3.814 1.529
C -1.170 -4.171 -1.432
C -2.992 0.416 -1.365
C -3.690 0.483 -0.162
C -4.943 1.072 -0.119
C -5.497 1.610 -1.274
C -4.792 1.573 -2.469
C -3.539 0.981 -2.517
C -1.067 -0.918 -3.038
C -2.082 -1.583 -3.727
C -1.824 -2.147 -4.966
C -0.555 -2.049 -5.522
C 0.457 -1.383 -4.842
C 0.203 -0.814 -3.602
C 1.106 3.423 -0.470
C 2.185 3.031 -1.266
C 3.116 3.971 -1.677
C 2.966 5.304 -1.313
C 1.885 5.700 -0.538
C 0.955 4.761 -0.113
C -1.525 2.913 0.609
C -2.222 3.677 -0.328
C -3.439 4.245 0.013
C -3.956 4.066 1.291
C -3.270 3.298 2.220
C -2.061 2.710 1.876
H 1.538 1.615 5.145
H 1.913 0.103 4.345
H 0.241 0.706 4.376
H 3.949 2.525 3.178
H 3.601 2.650 1.451
H 3.875 1.068 2.191
H 1.352 3.989 4.113
H 0.009 3.961 2.975
H 1.617 4.463 2.440
H -4.065 -2.367 0.632
H -4.032 -3.906 -0.230
H -3.983 -2.390 -1.127
H -1.753 -3.249 2.378
H -0.293 -3.987 1.660
H -1.854 -4.792 1.527
H -1.359 -3.811 -2.444
H -1.689 -5.127 -1.311
H -0.100 -4.345 -1.323
H -3.250 0.069 0.737
H -5.488 1.115 0.815
H -6.479 2.064 -1.240
H -5.219 2.002 -3.366
H -2.994 0.951 -3.451
H -3.073 -1.663 -3.298
H -2.613 -2.659 -5.501
H -0.358 -2.484 -6.493
H 1.441 -1.293 -5.284
H 0.979 -0.279 -3.065
H 2.285 1.993 -1.561
H 3.955 3.665 -2.289
H 3.689 6.039 -1.641
H 1.765 6.739 -0.261
H 0.118 5.073 0.499
H -1.813 3.829 -1.321
H -3.981 4.836 -0.714
H -4.898 4.526 1.561
H -3.676 3.155 3.214
H -1.522 2.103 2.595
C 2.492 -5.276 -0.226
S 2.388 -3.574 -0.806
C 2.437 -3.847 -2.583
H 1.651 -5.863 -0.598
H 2.455 -5.259 0.863
H 3.428 -5.736 -0.540
H 3.381 -4.306 -2.873
H 2.352 -2.871 -3.058
H 1.603 -4.470 -2.904
```

Computed properties:
⟨S²⟩ = 0.758
ΔE to the lowest compared entry with this formula, charge and spin = 48.93 kJ/mol
net charge = +1
multiplicity = 2
electronic energy = -102218.1043 eV
E_HOMO (spin up / spin down) = -9.54 / -9.76 eV
lowest unoccupied orbital energy (spin up / spin down) = -0.130 / -0.130 hartree

=====

# C6H22O5

6 unconnected molecules or ions with the total composition C6H22O5 in a non-equilibrium geometry (ωB97M-V/def2-TZVPD, the OMol25 dataset).

XYZ file:
```
33
Properties=species:S:1:pos:R:3
C 1.657 0.810 1.705
C 0.403 -0.005 1.479
C 0.599 -1.414 0.863
C 1.756 -2.075 0.839
C -0.672 -1.971 0.016
C -0.258 -1.915 -1.382
H 2.564 0.725 0.839
H 2.286 0.372 2.388
H 1.552 1.909 1.779
H -0.155 -0.297 2.414
H -0.290 0.712 0.779
H 2.581 -1.425 1.130
H 1.975 -3.144 0.646
H -1.591 -1.563 0.207
H -0.617 -3.063 0.348
H 0.694 -1.712 -1.740
H -1.045 -1.195 -1.703
H -0.429 -3.100 -1.841
H -3.154 0.868 1.186
H -1.647 0.153 1.294
O -2.628 0.006 1.422
H -0.682 3.329 -0.815
H -0.670 3.298 0.707
O -0.905 2.788 -0.050
H -3.117 1.483 -0.781
H -3.381 0.119 -1.357
O -3.252 1.131 -1.678
H 0.151 1.724 -2.329
H -0.438 0.968 -1.109
O 0.367 1.308 -1.537
H 2.928 -0.370 -1.341
H 2.309 1.004 -1.371
O 3.110 0.541 -1.010
```

Computed properties:
⟨S²⟩ = 0.753
ΔE to the lowest compared entry with this formula, charge and spin = 351.25 kJ/mol
net charge = +1
multiplicity = 2
electronic energy = -16803.2248 eV
E_HOMO (spin up / spin down) = -13.98 / -13.94 eV
lowest unoccupied orbital energy (spin up / spin down) = -0.156 / -0.310 hartree

=====

# C3H7N2Si

2 unconnected molecules or ions with the total composition C3H7N2Si in a non-equilibrium geometry (ωB97M-V/def2-TZVPD, the OMol25 dataset).

XYZ file:
```
13
Properties=species:S:1:pos:R:3
C -1.890 0.157 0.663
C -0.626 0.077 1.199
C -0.413 -0.121 -0.878
N -1.729 -0.046 -0.639
N 0.263 -0.039 0.229
Si 2.223 0.042 0.150
H -2.846 0.117 1.283
H -0.439 0.179 2.246
H 0.001 -0.113 -1.830
H -2.398 0.051 -1.472
H 3.100 1.292 0.010
H 2.055 -0.681 -2.234
H 2.700 -0.915 1.273
```

Computed properties:
ΔE to the lowest compared entry with this formula, charge and spin = 346.96 kJ/mol
net charge = +1
electronic energy = -14071.9356 eV
E_HOMO (spin up / spin down) = -13.67 / -13.67 eV
lowest unoccupied orbital energy (spin up / spin down) = -0.183 / -0.183 hartree

=====

# C15H30F10K3N2O23PS4

A molecular structure, C15H30F10K3N2O23PS4 in a non-equilibrium geometry (ωB97M-V/def2-TZVPD, the OMol25 dataset).

XYZ file:
```
88
Properties=species:S:1:pos:R:3
K 1.827 -0.547 -27.572
K 2.914 2.193 -25.948
K -0.572 5.781 -24.273
N 3.651 1.487 -28.344
S 5.285 1.474 -28.631
O 5.952 2.705 -28.848
O 5.696 0.301 -29.327
F 5.616 1.151 -27.118
S 3.262 2.209 -29.660
O 3.739 1.718 -30.907
O 3.124 3.621 -29.512
F 1.718 1.734 -29.587
N 0.450 0.941 -25.485
S -0.725 2.006 -26.166
O -0.912 3.242 -25.481
O -1.830 1.501 -26.891
F 0.280 2.482 -27.327
S -0.337 0.721 -24.145
O -1.447 -0.178 -24.191
O -0.321 1.772 -23.176
F 0.840 -0.246 -23.529
P -1.899 6.750 -27.661
F -2.832 6.170 -28.813
F -2.350 5.520 -26.685
F -0.595 5.943 -28.148
F -1.049 7.393 -26.384
F -1.390 8.008 -28.532
F -3.179 7.600 -27.115
C -7.495 -1.942 -28.606
O -6.981 -2.242 -27.319
C -5.704 -1.936 -27.140
O -4.952 -1.462 -27.938
O -5.398 -2.314 -25.895
C -4.110 -1.932 -25.436
H -8.542 -2.211 -28.692
H -6.963 -2.504 -29.376
H -7.380 -0.883 -28.836
H -4.021 -0.850 -25.401
H -3.319 -2.359 -26.057
H -3.936 -2.379 -24.459
C 3.236 0.488 -21.464
O 3.962 1.677 -21.165
C 4.446 2.413 -22.142
O 4.145 2.418 -23.310
O 5.329 3.302 -21.697
C 5.871 3.167 -20.393
H 3.726 -0.109 -22.234
H 2.261 0.781 -21.852
H 3.015 -0.126 -20.598
H 6.769 3.781 -20.369
H 6.009 2.157 -20.024
H 5.257 3.684 -19.643
C 1.109 -3.047 -24.761
O -0.074 -3.682 -24.264
C -0.916 -4.121 -25.180
O -0.924 -3.811 -26.341
O -1.796 -4.931 -24.599
C -2.857 -5.354 -25.428
H 1.682 -2.808 -23.877
H 0.825 -2.159 -25.328
H 1.529 -3.764 -25.466
H -3.293 -4.554 -26.022
H -3.655 -5.719 -24.781
H -2.699 -6.189 -26.114
C 2.934 -1.281 -17.085
O 2.202 -0.892 -18.246
C 1.509 -1.853 -18.843
O 1.540 -3.026 -18.609
O 0.889 -1.302 -19.891
C 0.168 -2.239 -20.721
H 2.277 -1.573 -16.265
H 3.428 -0.381 -16.729
H 3.623 -2.085 -17.331
H -0.544 -2.822 -20.143
H 0.885 -2.895 -21.207
H -0.358 -1.580 -21.402
C -1.634 2.795 -29.944
O -1.420 2.826 -31.353
C -0.212 3.200 -31.745
O 0.555 3.845 -31.090
O 0.034 2.708 -32.948
C 1.266 3.020 -33.560
H -2.494 2.170 -29.721
H -1.779 3.818 -29.601
H -0.795 2.373 -29.381
H 2.079 2.582 -32.975
H 1.396 4.095 -33.675
H 1.367 2.578 -34.550
```

Computed properties:
net charge = 0
electronic energy = -194900.9111 eV
E_HOMO = -9.83 eV
lowest unoccupied orbital energy = -0.050 hartree

=====

# C35H37BCl3N8O4S5Zr

A molecular structure, C35H37BCl3N8O4S5Zr (ωB97M-V/def2-TZVPD, the OMol25 dataset).

XYZ file:
```
94
Properties=species:S:1:pos:R:3
Zr -0.011 0.993 0.327
O 4.209 0.305 -0.643
C 4.822 1.444 -0.236
C 6.208 1.550 -0.212
C 6.810 2.738 0.160
C 6.040 3.842 0.502
C 4.662 3.740 0.470
C 4.033 2.547 0.114
C 2.560 2.486 0.103
O 1.980 1.333 0.367
N 1.876 3.537 -0.173
N 0.492 3.297 -0.101
C -0.142 4.428 -0.056
S -1.880 4.592 0.092
C -1.814 6.342 0.563
C -0.702 6.984 -0.236
S 0.760 5.924 -0.096
H 4.844 -0.403 -0.845
H 6.808 0.692 -0.497
H 7.890 2.802 0.178
H 6.511 4.770 0.792
H 4.043 4.586 0.736
H -1.634 6.432 1.634
H -2.788 6.771 0.329
H -0.434 7.963 0.159
H -0.982 7.091 -1.284
C -4.392 0.518 -2.932
N -4.367 0.362 -1.485
C -5.317 -0.311 -0.739
C -4.908 -0.262 0.546
N -3.724 0.446 0.592
B -2.801 0.604 1.815
N -2.768 2.044 2.374
C -3.848 2.852 2.662
C -3.395 3.936 3.329
N -2.027 3.784 3.449
C -1.104 4.706 4.087
C -1.662 2.636 2.849
S -0.039 2.064 2.782
C -3.411 0.820 -0.656
S -2.076 1.792 -1.151
H -4.675 -0.431 -3.384
H -3.397 0.794 -3.269
H -5.102 1.292 -3.218
H -6.174 -0.770 -1.198
H -5.334 -0.690 1.436
H -3.097 -0.200 2.653
H -1.672 0.314 1.452
H -4.849 2.587 2.371
H -3.909 4.786 3.740
H -1.659 5.584 4.407
H -0.323 4.993 3.383
H -0.639 4.235 4.951
Cl -1.814 -2.057 -6.149
C -1.418 -1.673 -4.509
C -0.468 -0.698 -4.246
C -0.178 -0.417 -2.927
Cl 0.963 0.826 -2.510
C -0.778 -1.073 -1.845
O -0.440 -0.791 -0.604
C -1.750 -2.024 -2.166
Cl -2.579 -2.819 -0.873
C -2.067 -2.332 -3.480
H 0.025 -0.168 -5.049
H -2.819 -3.080 -3.692
C 0.347 -6.247 1.827
C -0.708 -5.173 1.583
C -0.271 -3.780 2.003
N 0.860 -3.355 1.175
C 1.341 -2.137 1.125
S 0.740 -0.921 2.179
N 2.371 -1.839 0.269
C 3.133 -2.666 -0.569
O 4.252 -2.323 -0.877
C 2.548 -3.943 -1.062
C 1.301 -3.962 -1.682
C 0.793 -5.156 -2.168
C 1.522 -6.330 -2.018
C 2.768 -6.307 -1.406
C 3.292 -5.111 -0.938
H -0.033 -7.233 1.562
H 0.645 -6.273 2.877
H 1.251 -6.088 1.231
H -1.614 -5.412 2.142
H -0.995 -5.153 0.527
H 0.030 -3.761 3.053
H -1.072 -3.052 1.877
H 1.266 -4.066 0.581
H 2.764 -0.904 0.377
H 0.736 -3.043 -1.784
H -0.169 -5.170 -2.664
H 1.122 -7.264 -2.389
H 3.338 -7.221 -1.300
H 4.272 -5.074 -0.480
```

Computed properties:
ΔE to the lowest compared entry with this formula, charge and spin = 0.00 kJ/mol
net charge = +1
electronic energy = -150711.0529 eV
E_HOMO = -10.26 eV
lowest unoccupied orbital energy = -0.090 hartree